# 1
Entry from OMol25: a cluster of 13 separate species, C5H36N10O13 in total at a distorted geometry (ωB97M-V/def2-TZVPD).

Each line ends with the Löwdin charge.
Geometry (Å):
O: 0.1611 1.0714 -3.2300  -0.071
H: 0.2621 2.0085 -3.0631  -0.031
H: -0.7735 0.9051 -3.1075  -0.018
O: -4.5856 -1.1667 -2.0924  -0.062
H: -4.0829 -0.3795 -1.8831  -0.016
H: -4.3192 -1.3917 -2.9838  0.025
O: -3.6790 4.2138 -0.7825  -0.045
H: -3.5700 3.8421 0.0928  0.031
H: -4.6215 4.1730 -0.9449  0.037
O: 0.5012 3.6113 -2.2345  -0.028
H: 0.7503 3.7840 -1.3266  0.023
H: -0.2722 4.1565 -2.3791  0.067
O: -2.4071 2.0080 -3.3119  -0.040
H: -3.2768 2.1991 -2.9608  0.044
H: -2.5676 1.7350 -4.2152  0.061
O: -5.1327 -0.6768 0.7679  -0.042
H: -5.4566 0.1714 1.0712  0.032
H: -4.2465 -0.7367 1.1245  0.015
O: -0.5819 0.9074 3.9695  -0.035
H: -1.1276 0.3105 4.4815  0.060
H: -0.9277 0.8446 3.0792  0.035
O: -0.2655 3.6786 3.1958  -0.056
H: -0.2581 2.9102 3.7666  -0.013
H: 0.3783 3.4789 2.5162  -0.024
C: -1.2203 0.3719 -0.2673  -0.726
O: -2.2263 0.0065 -0.7802  0.061
N: -0.3326 -0.3714 0.4164  0.165
N: -0.9832 1.6836 -0.2855  0.198
H: -0.4134 -1.3752 0.3398  0.063
H: 0.4814 0.0816 0.8067  0.089
H: -0.0997 2.1147 -0.0536  0.042
H: -1.6894 2.1489 -0.8377  0.095
C: -0.4969 -3.6941 -1.0408  -0.740
O: 0.3244 -3.0487 -0.4941  0.014
N: -1.5609 -3.2757 -1.7551  0.216
N: -0.4815 -4.9711 -0.9237  0.186
H: -1.6637 -2.2716 -1.7914  0.103
H: -2.1241 -4.0215 -2.1381  0.123
H: -1.1017 -5.5500 -1.4718  0.126
H: 0.1844 -5.4636 -0.3457  0.128
C: 3.6441 -1.6461 -0.9362  -0.748
O: 3.1737 -1.5578 -2.0531  0.150
N: 2.9537 -1.5440 0.1152  0.243
N: 4.9312 -1.8270 -0.6622  0.193
H: 3.2903 -1.3103 1.0383  0.140
H: 1.9666 -1.6304 -0.0803  0.083
H: 5.2713 -1.7818 0.2877  0.118
H: 5.5469 -1.9834 -1.4474  0.134
C: 1.3018 -2.8486 3.1584  -0.655
O: 1.4961 -3.3489 4.2566  0.148
N: 0.7374 -1.6710 2.9721  0.217
N: 1.5686 -3.4619 2.0130  0.331
H: 0.8010 -1.0574 3.7718  0.117
H: 0.2707 -1.4124 2.1145  0.067
H: 1.4173 -3.2026 1.0487  0.065
H: 2.0152 -4.3441 2.2184  0.157
C: 2.4088 2.6229 0.5695  -0.744
O: 1.2893 3.0255 0.7530  0.017
N: 2.6745 1.7494 -0.3345  0.209
N: 3.4728 3.1521 1.1923  0.189
H: 3.6375 1.4507 -0.3947  0.120
H: 1.9786 1.5938 -1.0498  0.119
H: 3.2747 3.9646 1.7587  0.128
H: 4.3804 3.0458 0.7622  0.113

HOMO energy (spin up / spin down) (eV): -12.1564 / -12.1540
<S²>: 0.764
LUMO (spin up / spin down) (hartree): -0.1095 / -0.3338
Gap between HOMO and LUMO (spin up / spin down) (eV): 9.18 / 3.07
Charge: +1
Energy (Eh): -1737.60170
Multiplicity: 2

---

# 2
Entry from OMol25: a cluster of 2 separate species, C5H12S in total at a distorted geometry (ωB97M-V/def2-TZVPD).

Each line ends with the Löwdin charge.
Geometry (Å):
C: -1.8691 0.6289 -0.9554  -0.013
C: -1.7432 1.6548 -0.1143  -0.251
C: -1.3783 1.5779 1.3243  -0.115
H: -2.1548 0.9185 -1.9551  0.051
H: -1.8239 -0.3864 -0.5873  0.041
H: -1.9889 2.6345 -0.5191  0.090
H: -2.0890 2.0369 2.0094  0.073
H: -0.4397 2.1026 1.5428  0.075
H: -1.1584 0.5377 1.5774  0.048
C: 1.9152 -0.9163 -1.1111  -0.186
C: 1.9648 -1.6160 0.2396  -0.634
S: 0.4347 -2.4772 0.6378  0.696
H: 1.4965 -1.5207 -1.9107  0.063
H: 1.3168 -0.0059 -0.9886  0.058
H: 2.8838 -0.5318 -1.4457  0.068
H: 2.1671 -0.8878 1.0224  0.062
H: 2.7759 -2.3452 0.2589  0.061
H: -0.3095 -1.4045 0.9746  -0.185

HOMO energy (eV): -9.0371
LUMO (hartree): 0.0341
Gap between HOMO and LUMO (eV): 9.96
SMILES string: C=CC.CCS
Energy above the lowest of the compared OMol25 structures with the same formula, charge and spin (kcal per mole): 21.2
Energy (Eh): -595.84819
Multiplicity: 1

---

# 3
Entry from OMol25: a cluster of 2 separate species, C4H10O in total at a distorted geometry (ωB97M-V/def2-TZVPD).

Each line ends with the Löwdin charge.
Geometry (Å):
C: -1.6759 -0.8622 0.7721  -0.206
C: -1.0730 0.3545 0.0673  -0.324
C: 0.0758 0.1013 -0.6765  -0.344
C: 0.7993 0.9476 -1.7153  -0.254
H: -1.5534 -1.6918 0.0881  0.045
H: -2.7600 -0.7238 0.8846  0.037
H: -1.2663 -1.0070 1.7864  0.034
H: -1.2706 1.3576 0.4472  0.040
H: 0.6121 -0.8571 -0.6151  0.038
H: 0.1893 1.5798 -2.3965  0.029
H: 1.2158 0.3267 -2.5323  0.030
H: 1.5342 1.5455 -1.1876  0.032
H: 0.9808 -0.1816 1.8893  0.006
H: 2.2843 -0.4098 1.1417  -0.002
O: 1.9075 -0.4796 2.0466  -0.163

HOMO energy (spin up / spin down) (eV): 0.9988 / -3.2013
<S²>: 0.754
LUMO (spin up / spin down) (hartree): 0.1715 / 0.1658
Gap between HOMO and LUMO (spin up / spin down) (eV): 3.67 / 7.71
Charge: -1
Energy above the lowest of the compared OMol25 structures with the same formula, charge and spin (kcal per mole): 23.7
Energy (Eh): -233.54179
Multiplicity: 2

---

# 4
Entry from OMol25: a cluster of 11 separate species, C4H29NO12S in total at a distorted geometry (ωB97M-V/def2-TZVPD).

Each line ends with the Löwdin charge.
Geometry (Å):
O: 0.4568 0.4884 -2.1850  0.068
C: -0.6037 0.9650 -1.8880  -0.203
C: -1.5345 0.3316 -0.8916  -0.330
C: -1.1723 0.7468 0.5584  -0.485
S: -2.4486 1.7365 1.3864  0.765
N: -1.6650 -1.1655 -0.8618  0.017
C: -1.2454 -1.8975 -2.0503  -0.260
O: -0.4882 -3.0290 -1.7033  -0.057
H: -0.8923 1.9261 -2.3130  0.097
H: -2.5566 0.6935 -1.0688  0.109
H: -0.7938 -0.0202 1.2013  0.046
H: -0.3345 1.4285 0.5051  0.057
H: -2.6035 2.7478 0.5180  -0.135
H: -1.3426 -1.4915 0.0617  0.096
H: -2.1996 -2.2705 -2.4505  0.120
H: -0.7006 -1.3797 -2.8102  0.109
H: -0.8944 -3.6446 -1.1322  0.053
O: 1.9943 -2.0236 -1.1827  -0.045
H: 1.1714 -2.4999 -1.0457  0.004
H: 1.8255 -1.2195 -1.6758  0.024
O: 1.3675 -2.1214 2.4681  -0.066
H: 1.2074 -1.9707 3.4129  0.050
H: 2.3369 -2.0573 2.4222  0.049
O: 3.3973 -0.9827 0.8795  -0.050
H: 3.6705 -1.6489 0.2313  0.073
H: 2.4719 -0.8735 0.7442  0.019
O: -3.8842 -1.0205 2.0350  -0.085
H: -3.2001 -0.7766 1.3881  -0.029
H: -4.6074 -1.2654 1.4680  0.029
O: -2.5594 2.9197 -2.4011  -0.078
H: -1.8746 3.6017 -2.5389  0.067
H: -2.8978 2.4502 -3.1708  0.061
O: -0.2136 -3.7950 0.9970  -0.068
H: -0.4642 -4.5813 1.5231  0.062
H: 0.5540 -3.4653 1.4937  0.001
O: 1.9557 3.3145 0.1315  -0.104
H: 2.7392 2.6298 0.0997  0.059
H: 2.1862 3.6991 0.9825  0.047
O: 3.9927 1.3548 -0.1817  -0.119
H: 4.9582 1.6762 -0.0375  0.106
H: 3.8887 0.5594 0.4174  0.009
O: 1.0079 4.8462 -1.8569  -0.110
H: 1.6648 5.5412 -1.6957  0.030
H: 1.2015 4.1044 -1.2318  -0.014
O: -0.6269 -0.9329 3.9821  -0.051
H: -0.7983 -0.7804 3.0215  0.030
H: -1.4462 -0.8483 4.4452  0.035

HOMO energy (eV): -8.9521
LUMO (hartree): 0.0117
Gap between HOMO and LUMO (eV): 9.27
SMILES string: O=C[C@H](CS)NCO.O.O.O.O.O.O.O.O.O.O
Energy above the lowest of the compared OMol25 structures with the same formula, charge and spin (kcal per mole): 112.8
Energy (Eh): -1525.56125
Multiplicity: 1

---

# 5
Entry from OMol25: a cluster of 10 separate species, C46H68BN12O4S in total at a distorted geometry (ωB97M-V/def2-TZVPD).

Each line ends with the Löwdin charge.
Geometry (Å):
C: 0.8034 -0.5942 4.7467  -0.017
C: -0.5200 0.1699 4.6483  -0.145
N: -1.0087 0.3775 3.2688  0.023
C: -1.5042 -0.7001 2.6350  -0.347
N: -2.6732 -1.2695 2.9253  0.251
N: -0.6740 -1.1173 1.6709  0.166
C: 0.0052 0.0960 1.1500  -0.207
S: 1.6519 -0.5587 0.6872  0.667
C: 2.3945 0.4990 -0.5110  -0.103
O: 2.5092 -0.7023 1.8229  -0.284
O: 1.3545 -1.7921 0.0072  -0.315
C: -0.2449 1.1683 2.2370  -0.167
C: -1.2572 2.2866 1.7277  -0.066
C: -1.4364 2.4006 0.2208  -0.407
C: -2.5175 3.4355 -0.0905  -0.055
C: -0.1525 2.7266 -0.5534  -0.033
B: 0.9701 2.0326 2.7916  -0.693
O: 2.0618 2.2113 2.0188  0.188
O: 0.9286 2.6699 4.0032  0.183
H: 1.5804 0.0265 5.1774  0.071
H: 1.1316 -1.0065 3.8001  0.066
H: 0.6756 -1.4315 5.4251  0.087
H: -0.4933 1.0976 5.1996  0.112
H: -1.2862 -0.4171 5.1484  0.120
H: -3.4837 -0.7287 3.1610  0.134
H: -2.7597 -2.2717 2.8871  0.139
H: -1.0184 -1.7577 0.9665  0.164
H: -0.4734 0.2843 0.1942  0.115
H: 1.9175 0.2810 -1.4598  0.077
H: 3.4472 0.2525 -0.5191  0.092
H: 2.2302 1.5411 -0.2805  0.045
H: -0.9360 3.2554 2.1110  0.132
H: -2.2255 2.0926 2.1782  0.120
H: -1.8294 1.4497 -0.1504  0.114
H: -3.3278 3.3566 0.6303  0.071
H: -2.9714 3.2460 -1.0562  0.079
H: -2.1293 4.4471 -0.0282  0.085
H: -0.3378 3.5998 -1.1709  0.068
H: 0.0969 1.9254 -1.2415  0.062
H: 0.6938 2.9808 0.0760  0.077
H: 2.7781 2.6161 2.5245  0.137
H: 0.0331 2.8753 4.2799  0.112
N: -5.2192 0.7863 0.0091  -0.011
C: -6.2222 1.7160 -0.0971  -0.142
C: -6.9314 1.4305 -1.2291  -0.102
C: -6.3360 0.2883 -1.8313  -0.099
C: -5.2856 -0.0924 -1.0447  -0.141
H: -4.5394 0.7595 0.7430  0.113
H: -6.3425 2.4950 0.6360  0.107
H: -7.7845 1.9792 -1.5899  0.096
H: -6.6468 -0.1984 -2.7397  0.087
H: -4.5858 -0.9056 -1.1466  0.090
N: 5.6315 0.8037 6.2372  0.011
C: 4.6872 1.7744 6.4138  -0.129
C: 3.8698 1.7651 5.3146  -0.118
C: 4.3413 0.7408 4.4427  -0.109
C: 5.4301 0.1684 5.0440  -0.124
H: 6.3657 0.5896 6.8867  0.149
H: 4.6771 2.3857 7.2993  0.110
H: 3.0273 2.4161 5.1533  0.073
H: 3.9304 0.4538 3.4876  0.071
H: 6.0739 -0.6329 4.7256  0.111
N: 0.3140 -3.3800 -2.5919  0.009
C: 0.1671 -3.2474 -3.9473  -0.177
C: 0.3742 -4.4749 -4.5155  -0.089
C: 0.6601 -5.3844 -3.4616  -0.089
C: 0.6181 -4.6791 -2.2893  -0.122
H: 0.2340 -2.6410 -1.9181  0.108
H: -0.0680 -2.2946 -4.3906  0.078
H: 0.3301 -4.6971 -5.5681  0.098
H: 0.8769 -6.4347 -3.5555  0.095
H: 0.7817 -4.9884 -1.2712  0.095
N: 3.3006 -6.8476 2.8377  0.010
C: 2.0733 -7.1481 2.3172  -0.135
C: 1.6307 -6.0499 1.6305  -0.118
C: 2.6338 -5.0467 1.7382  -0.101
C: 3.6510 -5.5691 2.4895  -0.149
H: 3.8573 -7.4752 3.3875  0.138
H: 1.6240 -8.1129 2.4759  0.109
H: 0.6928 -5.9770 1.1050  0.079
H: 2.6109 -4.0562 1.3134  0.078
H: 4.5884 -5.1411 2.8003  0.095
N: 6.9576 -6.7474 3.8565  -0.006
C: 8.1570 -7.0601 4.4397  -0.141
C: 9.0967 -7.1313 3.4490  -0.107
C: 8.4410 -6.8482 2.2194  -0.105
C: 7.1232 -6.6144 2.5011  -0.149
H: 6.0939 -6.6324 4.3513  0.126
H: 8.2369 -7.2039 5.5032  0.105
H: 10.1394 -7.3603 3.5880  0.092
H: 8.8877 -6.8203 1.2402  0.092
H: 6.2962 -6.3664 1.8590  0.090
N: -4.7824 -2.3696 -4.8863  0.018
C: -5.2710 -2.8893 -3.7192  -0.145
C: -4.2052 -3.3053 -2.9666  -0.117
C: -3.0255 -3.0258 -3.7104  -0.106
C: -3.4185 -2.4449 -4.8877  -0.136
H: -5.3402 -1.9896 -5.6286  0.148
H: -6.3291 -2.9180 -3.5240  0.111
H: -4.2624 -3.7625 -1.9927  0.089
H: -2.0093 -3.2332 -3.4138  0.053
H: -2.8488 -2.0828 -5.7269  0.108
N: -0.3282 6.5391 -2.4896  0.001
C: 0.8273 6.3599 -1.7756  -0.155
C: 1.8423 6.1561 -2.6703  -0.104
C: 1.2788 6.2175 -3.9745  -0.102
C: -0.0604 6.4562 -3.8310  -0.143
H: -1.2307 6.7008 -2.0848  0.114
H: 0.8269 6.3950 -0.6997  0.104
H: 2.8757 5.9857 -2.4204  0.092
H: 1.7993 6.1020 -4.9097  0.095
H: -0.8407 6.5732 -4.5641  0.108
N: -4.0008 7.0167 -2.6788  -0.005
C: -5.1204 7.6940 -2.2797  -0.131
C: -6.1351 6.7800 -2.1770  -0.102
C: -5.6025 5.5051 -2.5261  -0.103
C: -4.2834 5.6890 -2.8356  -0.154
H: -3.1080 7.4373 -2.8522  0.121
H: -5.0984 8.7551 -2.1033  0.109
H: -7.1480 6.9987 -1.8841  0.092
H: -6.1271 4.5669 -2.5514  0.084
H: -3.5196 4.9989 -3.1543  0.098
N: -0.8016 0.0563 -4.5988  0.009
C: -1.2923 1.0069 -3.7422  -0.145
C: -0.8054 2.2259 -4.1467  -0.114
C: 0.0007 2.0007 -5.2935  -0.097
C: -0.0203 0.6558 -5.5483  -0.125
H: -0.9990 -0.9260 -4.5332  0.077
H: -1.9429 0.7350 -2.9261  0.098
H: -1.0071 3.1743 -3.6749  0.078
H: 0.5339 2.7413 -5.8644  0.094
H: 0.4544 0.0763 -6.3208  0.112

HOMO energy (eV): -9.6402
LUMO (hartree): -0.1209
Gap between HOMO and LUMO (eV): 6.35
Charge: +1
Energy (Eh): -3174.46082
Multiplicity: 1